Arrangement i

{
  "formula": "C20H29O4Sn",
  "method": "the ωB97M-V functional and the def2-TZVPD basis",
  "multiplicity": 1,
  "molar_mass_g_mol": 452.16,
  "homo_ev": -1.218,
  "orbital_gap_ev": 3.503,
  "total_charge": -1,
  "symbols": ["O", "C", "C", "H", "H", "C", "H", "H", "C", "H", "H", "H", "C", "H", "H", "H", "Sn", "C", "C", "C", "H", "C", "C", "H", "H", "H", "H", "C", "C", "C", "H", "C", "C", "H", "H", "H", "H", "O", "C", "C", "H", "H", "C", "H", "H", "C", "H", "H", "H", "H", "O", "C", "O", "H"],
  "xyz": [[-0.033, 0.058, 0.296], [0.960, -0.251, -0.729], [0.246, 0.621, -1.741], [0.948, -1.329, -0.913], [1.946, 0.140, -0.455], [-0.775, 0.895, -0.637], [-0.117, 0.090, -2.608], [0.812, 1.504, -2.025], [-2.149, 0.339, -0.916], [-2.119, -0.740, -1.104], [-2.561, 0.839, -1.802], [-2.802, 0.549, -0.063], [-0.823, 2.329, -0.176], [0.188, 2.729, -0.043], [-1.372, 2.430, 0.770], [-1.348, 2.915, -0.942], [0.132, -0.381, 2.760], [1.003, 1.920, 4.467], [1.682, 0.683, 4.234], [2.120, 0.689, 2.826], [2.027, -0.018, 4.994], [1.754, 1.981, 2.289], [1.059, 2.694, 3.286], [0.696, 3.718, 3.181], [0.597, 2.237, 5.429], [2.786, -0.040, 2.366], [2.094, 2.372, 1.330], [-1.962, -0.276, 4.877], [-2.488, 0.853, 4.216], [-2.623, 0.577, 2.840], [-2.818, 1.776, 4.694], [-2.113, -0.753, 2.593], [-1.690, -1.291, 3.897], [-1.437, -2.331, 4.097], [-1.875, -0.415, 5.955], [-3.147, 1.195, 2.110], [-2.244, -1.340, 1.684], [0.631, -1.110, -4.092], [0.063, -0.188, -5.067], [0.353, -0.691, -6.493], [0.469, 0.823, -4.882], [-1.028, -0.136, -4.895], [1.435, -1.779, -6.301], [0.676, 0.095, -7.181], [-0.575, -1.149, -6.860], [1.283, -2.186, -4.818], [2.436, -1.343, -6.434], [1.302, -2.608, -7.004], [2.262, -2.385, -4.353], [0.668, -3.103, -4.741], [1.134, -2.357, 4.175], [1.384, -2.831, 3.039], [1.052, -2.216, 1.936], [1.902, -3.802, 2.930]]
}



Arrangement ii

{
  "formula": "C20H29O4Sn",
  "method": "the ωB97M-V functional and the def2-TZVPD basis",
  "multiplicity": 1,
  "molar_mass_g_mol": 452.16,
  "homo_ev": -1.895,
  "orbital_gap_ev": 4.345,
  "total_charge": -1,
  "symbols": ["O", "C", "C", "H", "H", "C", "H", "H", "C", "H", "H", "H", "C", "H", "H", "H", "Sn", "C", "C", "C", "H", "C", "C", "H", "H", "H", "H", "C", "C", "C", "H", "C", "C", "H", "H", "H", "H", "O", "C", "C", "H", "H", "C", "H", "H", "C", "H", "H", "H", "H", "O", "C", "O", "H"],
  "xyz": [[0.267, -0.082, -0.587], [-0.966, 0.046, -1.333], [-0.290, 0.926, -2.376], [-1.730, 0.498, -0.714], [-1.300, -0.903, -1.766], [0.985, 0.827, -1.463], [-0.749, 1.865, -2.585], [-0.130, 0.344, -3.283], [1.439, 2.031, -0.665], [0.674, 2.446, 0.001], [1.807, 2.812, -1.340], [2.270, 1.718, -0.020], [2.182, 0.170, -2.101], [1.909, -0.685, -2.720], [2.899, -0.197, -1.359], [2.701, 0.912, -2.724], [0.600, -1.704, 1.513], [2.046, -4.076, -0.143], [0.891, -4.070, 0.692], [-0.149, -3.300, -0.019], [0.734, -4.686, 1.577], [0.437, -2.907, -1.283], [1.757, -3.373, -1.331], [2.438, -3.245, -2.181], [2.986, -4.580, 0.090], [-1.210, -3.328, 0.207], [-0.101, -2.447, -2.119], [3.512, -2.221, 2.429], [4.060, -1.564, 1.315], [3.432, -0.300, 1.164], [4.856, -1.921, 0.672], [2.381, -0.202, 2.145], [2.463, -1.408, 2.984], [2.031, -1.516, 3.979], [3.878, -3.152, 2.867], [3.783, 0.490, 0.518], [1.802, 0.691, 2.361], [-2.615, 2.579, -0.218], [-2.691, 3.673, -1.196], [-4.060, 4.401, -1.122], [-2.529, 3.280, -2.216], [-1.910, 4.427, -0.982], [-4.910, 3.531, -0.185], [-4.553, 4.518, -2.090], [-3.901, 5.412, -0.724], [-3.892, 2.552, 0.456], [-5.648, 2.933, -0.751], [-5.464, 4.149, 0.528], [-4.286, 1.542, 0.351], [-3.766, 2.756, 1.523], [-0.082, -3.182, 3.546], [-1.101, -2.435, 3.581], [-1.301, -1.459, 2.744], [-1.885, -2.583, 4.350]]
}



Bottom line: arrangement ii, by a margin of 10.2 kcal/mol.



Arrangement i

{
  "formula": "C3H8NO2",
  "method": "the ωB97M-V functional and the def2-TZVPD basis",
  "multiplicity": 1,
  "molar_mass_g_mol": 90.10,
  "homo_ev": -15.421,
  "orbital_gap_ev": 10.504,
  "total_charge": 1,
  "symbols": ["O", "C", "O", "H", "H", "C", "C", "N", "H", "H", "H", "H", "H", "H"],
  "xyz": [[-1.181, 0.011, -0.578], [-2.313, -0.287, -0.195], [-2.986, -1.309, -0.718], [-2.830, 0.305, 0.691], [-3.785, -1.501, -0.267], [1.161, 1.438, -0.159], [2.099, -0.909, 0.633], [1.238, -0.037, 0.170], [0.147, 1.864, -0.297], [1.520, 1.376, -1.167], [1.767, 2.020, 0.545], [3.137, -0.721, 0.503], [1.723, -1.835, 1.055], [0.303, -0.415, -0.214]]
}



Arrangement ii

{
  "formula": "C3H8NO2",
  "method": "the ωB97M-V functional and the def2-TZVPD basis",
  "multiplicity": 1,
  "molar_mass_g_mol": 90.10,
  "smiles": "[NH2+]=C(O)CCO",
  "homo_ev": -15.150,
  "orbital_gap_ev": 11.810,
  "total_charge": 1,
  "symbols": ["C", "C", "C", "N", "O", "O", "H", "H", "H", "H", "H", "H", "H", "H"],
  "xyz": [[1.660, 0.258, 0.236], [0.078, 0.732, 0.006], [-1.236, -0.276, -0.182], [-2.429, 0.155, -0.076], [1.717, -1.110, -0.029], [-0.951, -1.516, -0.288], [2.305, 0.776, -0.321], [1.914, 0.564, 1.316], [0.153, 1.436, -0.882], [0.016, 1.407, 0.871], [-3.208, -0.562, -0.198], [2.644, -1.393, -0.319], [-2.761, 1.217, -0.020], [0.097, -1.688, -0.114]]
}



Bottom line: arrangement ii, by a margin of 7.3 kcal/mol.



Arrangement i

{
  "formula": "CH4N2OS",
  "method": "the ωB97M-V functional and the def2-TZVPD basis",
  "multiplicity": 1,
  "molar_mass_g_mol": 92.12,
  "smiles": "NC(=S)NO",
  "homo_ev": -8.542,
  "orbital_gap_ev": 9.121,
  "symbols": ["C", "H", "H", "H", "H", "N", "N", "O", "S"],
  "xyz": [[-0.739, -0.260, 0.052], [0.992, -0.985, -0.859], [-0.398, -1.752, -1.310], [-0.644, 1.595, 0.818], [1.864, 0.825, 0.934], [0.022, -1.124, -0.651], [-0.056, 0.802, 0.609], [1.291, 0.993, 0.138], [-2.332, -0.095, 0.269]]
}



Arrangement ii

{
  "formula": "CH4N2OS",
  "method": "the ωB97M-V functional and the def2-TZVPD basis",
  "multiplicity": 1,
  "molar_mass_g_mol": 92.12,
  "smiles": "ON/C=N\\S",
  "homo_ev": -8.396,
  "orbital_gap_ev": 9.109,
  "symbols": ["C", "H", "H", "H", "H", "N", "N", "O", "S"],
  "xyz": [[0.816, -0.530, -0.066], [-1.004, 1.718, 0.563], [1.555, 1.288, 0.786], [1.903, -0.894, -0.026], [-2.233, -1.930, -0.372], [0.744, 0.728, 0.539], [-0.005, -1.286, -0.689], [-0.193, 1.570, -0.070], [-1.584, -0.665, -0.664]]
}



Arrangement iii

{
  "formula": "CH4N2OS",
  "method": "the ωB97M-V functional and the def2-TZVPD basis",
  "multiplicity": 1,
  "molar_mass_g_mol": 92.12,
  "homo_ev": -9.761,
  "orbital_gap_ev": 10.025,
  "symbols": ["C", "N", "N", "O", "S", "H", "H", "H", "H"],
  "xyz": [[-0.252, -3.118, 1.190], [-0.297, 0.497, -0.816], [0.818, 0.016, -0.061], [0.287, -0.609, 1.185], [0.314, -3.469, -0.134], [0.260, 0.224, 1.638], [-1.028, -0.231, -1.088], [-0.698, 1.356, -0.480], [1.306, -0.809, -0.392]]
}



Arrangement iv

{
  "formula": "CH4N2OS",
  "method": "the ωB97M-V functional and the def2-TZVPD basis",
  "multiplicity": 1,
  "molar_mass_g_mol": 92.12,
  "homo_ev": -8.565,
  "orbital_gap_ev": 8.716,
  "symbols": ["C", "N", "N", "O", "S", "H", "H", "H", "H"],
  "xyz": [[0.646, 0.209, -0.212], [-1.827, -0.119, 0.226], [-0.607, -0.661, -0.129], [3.298, 0.582, -0.121], [2.193, -0.346, 0.053], [0.448, 1.135, -0.573], [-1.822, 0.230, 1.142], [-1.962, 0.575, -0.487], [-0.368, -1.605, 0.101]]
}



Bottom line: arrangement i, by a margin of 36.7 kcal/mol.